{
  "formula": "C42H107BN9O19",
  "method": "ωB97M-V/def2-TZVPD",
  "symbols": ["O", "C", "O", "B", "O", "C", "O", "O", "C", "O", "C", "O", "O", "C", "C", "C", "O", "C", "N", "H", "H", "H", "H", "H", "H", "H", "H", "H", "H", "H", "C", "C", "C", "O", "C", "N", "H", "H", "H", "H", "H", "H", "H", "H", "H", "H", "H", "C", "C", "C", "O", "C", "N", "H", "H", "H", "H", "H", "H", "H", "H", "H", "H", "H", "C", "C", "C", "O", "C", "N", "H", "H", "H", "H", "H", "H", "H", "H", "H", "H", "H", "C", "C", "C", "O", "C", "N", "H", "H", "H", "H", "H", "H", "H", "H", "H", "H", "H", "C", "C", "C", "O", "C", "N", "H", "H", "H", "H", "H", "H", "H", "H", "H", "H", "H", "C", "C", "C", "O", "C", "N", "H", "H", "H", "H", "H", "H", "H", "H", "H", "H", "H", "C", "C", "C", "O", "C", "N", "H", "H", "H", "H", "H", "H", "H", "H", "H", "H", "H", "C", "C", "C", "O", "C", "N", "H", "H", "H", "H", "H", "H", "H", "H", "H", "H", "H", "C", "O", "H", "H", "H", "H", "C", "O", "H", "H", "H", "H"],
  "positions_angstrom": [[18.71878, -6.09427, 8.80583], [19.62505, -5.77310, 9.57731], [20.26595, -4.59611, 9.60562], [21.24251, -4.59043, 10.69805], [21.22039, -5.93643, 11.26508], [20.31705, -6.60317, 10.71407], [20.06507, -7.78199, 10.98578], [20.89722, -3.63030, 11.77502], [21.84797, -2.77771, 11.94013], [21.78762, -1.79660, 12.66379], [23.02484, -3.14117, 10.93087], [22.58900, -4.18496, 10.17831], [24.13702, -2.53181, 10.79013], [18.42160, -6.27171, 18.05986], [19.90217, -6.12565, 17.50547], [20.89608, -6.10986, 18.69765], [20.61309, -4.99124, 19.51248], [21.05790, -5.03787, 20.90326], [20.18430, -7.27016, 16.66495], [18.01059, -5.35373, 18.47997], [18.38256, -6.98013, 18.88734], [17.75243, -6.65706, 17.29056], [20.05527, -5.16457, 17.01456], [21.93506, -6.15894, 18.37176], [20.86991, -6.96944, 19.36738], [20.72821, -4.23620, 21.56413], [22.14717, -5.05524, 20.93930], [20.62704, -5.94153, 21.33436], [19.69479, -8.11053, 16.93741], [19.75939, -7.06253, 15.77249], [7.20574, -11.20051, 7.77367], [8.25727, -10.74796, 8.80982], [9.46765, -9.94795, 8.24089], [10.40799, -9.88542, 9.26481], [11.66235, -9.40129, 8.75395], [7.59452, -10.02291, 9.85415], [7.63751, -11.80400, 6.97525], [6.68632, -10.35164, 7.32900], [6.39833, -11.76431, 8.24091], [8.58577, -11.64338, 9.33749], [9.12017, -8.95913, 7.94156], [9.91247, -10.46921, 7.39323], [12.05973, -9.93027, 7.88771], [12.34956, -9.53764, 9.58897], [11.64694, -8.35577, 8.44613], [8.32607, -9.64470, 10.43888], [7.10813, -9.24708, 9.42798], [18.34780, -13.54565, 7.81565], [19.55090, -13.99105, 6.97583], [20.78835, -13.12245, 7.36600], [21.98522, -13.60546, 6.63984], [22.33606, -12.89684, 5.48309], [19.69848, -15.40797, 7.17845], [18.30501, -12.48996, 8.08358], [18.47694, -13.78573, 8.87102], [17.39429, -14.03631, 7.62034], [19.35018, -13.79523, 5.92252], [21.19132, -13.22088, 8.37399], [20.70522, -12.07681, 7.06969], [23.15814, -13.49157, 5.08489], [22.65653, -11.86467, 5.62461], [21.53432, -12.90143, 4.74464], [19.96934, -15.52756, 8.14407], [20.57158, -15.65278, 6.73362], [17.69701, -4.09313, 3.01817], [18.74130, -2.97202, 3.23944], [20.05088, -3.02348, 2.35368], [20.70117, -4.29953, 2.45318], [21.48976, -4.52136, 3.63275], [18.10561, -1.67915, 3.06122], [16.79164, -3.94486, 3.60673], [18.03126, -5.03710, 3.44862], [17.42552, -4.10846, 1.96263], [19.14014, -2.97958, 4.25381], [20.68463, -2.19604, 2.67273], [19.87941, -2.82665, 1.29540], [21.84016, -5.54378, 3.77412], [20.88100, -4.33107, 4.51667], [22.32269, -3.83728, 3.79514], [17.18279, -1.78983, 3.45651], [17.89258, -1.41456, 2.11006], [21.08115, 1.87231, 20.13609], [20.99202, 1.67478, 18.57055], [21.27276, 2.86448, 17.73874], [20.37423, 3.91992, 18.02863], [20.66974, 5.15414, 17.43116], [21.86941, 0.54175, 18.20798], [20.25938, 2.53214, 20.41432], [21.96191, 2.39135, 20.51418], [21.09606, 0.94480, 20.70846], [19.97220, 1.38137, 18.32157], [21.31597, 2.61098, 16.67952], [22.26594, 3.19122, 18.04685], [20.10390, 6.00139, 17.81859], [20.52376, 5.22071, 16.35303], [21.74932, 5.30251, 17.45527], [21.90764, 0.42143, 17.20590], [21.41047, -0.26028, 18.61567], [30.29728, -11.96829, 8.43373], [30.24466, -10.42525, 8.64043], [28.85671, -9.85587, 8.45841], [28.94197, -8.43844, 8.30750], [27.74479, -7.86140, 7.93010], [30.69557, -10.19441, 10.01951], [30.10942, -12.20462, 7.38637], [29.63616, -12.44981, 9.15426], [31.25475, -12.39600, 8.73108], [30.97710, -10.02938, 7.93693], [28.20307, -10.22205, 9.25010], [28.38268, -10.34911, 7.60982], [27.72283, -6.77416, 8.00453], [26.93582, -8.29453, 8.51837], [27.62098, -8.17649, 6.89401], [30.14054, -10.79220, 10.61506], [30.34506, -9.27994, 10.26646], [24.89173, -10.82751, 13.11861], [25.75901, -10.51056, 14.29880], [27.25036, -10.57553, 13.95690], [27.66419, -11.68434, 13.20342], [27.73499, -12.88588, 13.90613], [25.26210, -9.31619, 15.05622], [24.68786, -9.96445, 12.48484], [23.90441, -11.15743, 13.44183], [25.33371, -11.53735, 12.41941], [25.60672, -11.35088, 14.97613], [27.86080, -10.49862, 14.85663], [27.52728, -9.64859, 13.45470], [27.88083, -13.72080, 13.22076], [26.86260, -13.00862, 14.54800], [28.57310, -12.75963, 14.59150], [25.38556, -8.39660, 14.65720], [24.25985, -9.40943, 14.97313], [26.65773, 5.01878, 12.44892], [25.35514, 4.21327, 12.71592], [24.38376, 4.21037, 11.52390], [23.94204, 5.55772, 11.32528], [23.29800, 5.80755, 10.06059], [25.71000, 2.85031, 13.17216], [26.52008, 6.08017, 12.24247], [27.22600, 4.56594, 11.63646], [27.24943, 4.89588, 13.35605], [24.80388, 4.68877, 13.52717], [23.49582, 3.62260, 11.75668], [24.84685, 3.77777, 10.63705], [22.92462, 6.83047, 10.10892], [22.41740, 5.22520, 9.78949], [23.95225, 5.62716, 9.20764], [26.08526, 2.36093, 12.37228], [24.83811, 2.34383, 13.23033], [16.94929, 3.08608, 11.10386], [16.09292, 3.96704, 12.08862], [14.66321, 4.36047, 11.61118], [13.98977, 5.13110, 12.60867], [12.81445, 5.68628, 12.04468], [15.89262, 3.05673, 13.21738], [17.79597, 2.67479, 11.65350], [17.30492, 3.58863, 10.20437], [16.32289, 2.24562, 10.80497], [16.66554, 4.85045, 12.37108], [14.01185, 3.53660, 11.31949], [14.83424, 4.99359, 10.74054], [12.53023, 6.54499, 12.65291], [11.97676, 4.98920, 12.02316], [13.08175, 6.07318, 11.06135], [16.69809, 3.23272, 13.80077], [15.17231, 3.48544, 13.78083], [16.52096, -2.34771, 13.54758], [15.44423, -1.57812, 13.96568], [16.75101, -2.04594, 12.52576], [17.35352, -2.23194, 14.24152], [16.34322, -3.42170, 13.49230], [15.66276, -0.68811, 13.67980], [16.45208, -11.36732, 14.61290], [16.90430, -11.34224, 15.93548], [17.19953, -11.77528, 13.93244], [15.55397, -11.98331, 14.56782], [16.11832, -10.38699, 14.27281], [16.25237, -11.67604, 16.55608]],
  "e_tot_ha": -3611.6177,
  "charge": -1
}

=====

{
  "formula": "C34H68O48S9",
  "method": "ωB97M-V/def2-TZVPD",
  "symbols": ["C", "C", "O", "C", "O", "O", "C", "H", "H", "H", "H", "H", "H", "H", "H", "C", "C", "O", "C", "O", "O", "C", "H", "H", "H", "H", "H", "H", "H", "H", "C", "C", "O", "C", "O", "O", "C", "H", "H", "H", "H", "H", "H", "H", "H", "C", "C", "O", "C", "O", "O", "C", "H", "H", "H", "H", "H", "H", "H", "H", "C", "C", "O", "S", "O", "O", "O", "H", "H", "H", "H", "C", "C", "O", "S", "O", "O", "O", "H", "H", "H", "H", "C", "C", "O", "S", "O", "O", "O", "H", "H", "H", "H", "C", "C", "O", "S", "O", "O", "O", "H", "H", "H", "H", "C", "C", "O", "S", "O", "O", "O", "H", "H", "H", "H", "C", "C", "O", "S", "O", "O", "O", "H", "H", "H", "H", "C", "C", "O", "S", "O", "O", "O", "H", "H", "H", "H", "C", "C", "O", "S", "O", "O", "O", "H", "H", "H", "H", "C", "C", "O", "S", "O", "O", "O", "H", "H", "H", "H"],
  "positions_angstrom": [[22.95155, 11.00308, 13.93183], [21.48553, 10.89086, 13.50158], [21.10225, 9.54680, 13.10926], [19.93679, 9.01859, 13.34516], [18.95917, 9.61380, 13.84220], [20.08779, 7.69149, 13.16852], [18.90164, 6.90806, 13.54384], [23.14655, 10.69332, 14.93553], [23.21162, 12.13794, 13.98075], [23.62633, 10.57536, 13.16403], [21.28982, 11.59860, 12.70764], [20.72282, 11.18489, 14.22976], [19.15710, 5.93123, 13.18538], [18.09107, 7.32616, 13.00373], [18.77180, 6.90347, 14.61011], [20.22027, 16.27981, 18.71651], [20.01079, 16.52602, 17.24726], [18.51722, 16.62235, 17.02617], [18.16854, 17.60002, 16.21085], [18.89696, 18.34722, 15.65296], [16.81199, 17.43393, 15.96585], [16.29076, 18.21392, 14.83273], [21.27554, 16.06911, 18.90807], [19.82603, 15.29559, 18.77914], [19.81194, 17.15605, 19.23459], [20.39417, 15.80179, 16.55752], [20.42856, 17.48995, 16.99471], [16.05038, 19.19423, 15.19765], [15.42733, 17.66202, 14.51610], [17.00826, 18.29608, 14.03814], [15.29173, 16.37080, 9.28100], [16.31684, 15.39623, 8.79258], [16.80312, 14.64662, 9.93891], [17.75110, 13.79175, 9.61982], [18.15702, 13.50127, 8.52702], [18.15240, 13.22679, 10.77435], [19.07305, 12.14225, 10.78485], [15.78697, 16.96662, 10.08278], [14.43826, 15.84673, 9.71905], [14.90338, 16.95655, 8.43910], [17.17576, 15.96151, 8.43041], [16.06084, 14.76278, 7.91135], [20.08134, 12.37862, 10.55983], [18.65135, 11.38520, 10.12702], [19.01172, 11.67235, 11.73844], [10.36026, 20.29760, 10.89901], [11.34978, 19.60126, 9.98338], [12.54194, 19.18897, 10.60686], [12.37238, 18.08334, 11.30963], [11.36812, 17.51453, 11.54119], [13.57546, 17.65446, 11.70916], [13.56284, 16.64353, 12.72358], [9.50059, 20.52888, 10.32655], [10.74225, 21.19808, 11.36087], [10.00012, 19.56198, 11.65978], [11.65845, 20.23012, 9.12687], [10.77323, 18.76738, 9.60658], [12.81719, 16.92428, 13.42318], [14.57290, 16.57680, 13.16290], [13.27784, 15.67189, 12.35575], [9.49431, 16.25014, 15.64685], [10.39332, 16.20561, 14.47536], [11.44338, 15.33339, 14.93534], [10.87573, 14.13243, 15.89691], [11.57445, 14.19422, 17.13634], [10.65850, 12.91720, 15.18742], [9.38550, 14.81206, 15.98364], [8.43777, 16.50263, 15.45135], [9.90207, 16.78097, 16.50717], [10.71721, 17.19645, 14.15873], [10.00110, 15.66113, 13.66388], [12.86822, 10.48582, 18.41162], [12.09836, 10.13102, 17.12367], [12.98706, 9.15502, 16.49636], [13.48685, 8.17970, 17.59906], [14.74001, 7.70580, 17.17678], [12.45108, 7.35966, 18.10847], [13.65015, 9.35739, 18.70817], [12.12127, 10.80267, 19.17769], [13.44914, 11.39507, 18.27505], [11.94148, 11.01436, 16.53277], [11.19308, 9.60167, 17.44295], [17.40165, 12.46951, 14.48226], [17.39134, 13.82224, 15.31868], [16.19941, 13.74462, 16.08356], [15.17000, 12.99219, 15.15685], [14.89732, 13.76991, 14.01836], [14.07332, 12.47287, 15.94776], [16.23846, 11.83414, 14.81528], [18.22397, 11.82684, 14.73450], [17.37143, 12.59108, 13.38836], [17.25637, 14.72558, 14.73179], [18.23183, 13.93791, 15.96586], [19.88154, 17.43884, 12.37868], [18.86465, 16.53303, 11.83474], [18.69659, 15.58251, 12.87391], [20.23770, 15.06256, 13.08615], [20.78025, 14.43147, 11.95684], [20.37907, 14.52330, 14.41286], [20.85158, 16.61330, 13.00476], [19.47276, 18.12756, 13.12360], [20.42920, 18.08470, 11.64915], [19.18819, 16.13625, 10.87312], [17.96605, 17.01234, 11.61591], [13.14179, 16.43236, 18.82423], [13.86614, 16.00677, 17.50742], [13.43880, 16.99435, 16.56670], [12.54702, 18.19327, 17.11981], [11.50955, 18.36428, 16.18319], [13.35585, 19.21536, 17.71837], [12.01286, 17.22611, 18.31915], [13.68227, 17.13722, 19.46372], [12.66422, 15.58884, 19.34789], [13.50170, 15.07291, 17.05856], [14.94055, 16.13366, 17.50300], [9.23383, 15.57034, 9.57176], [9.30888, 14.79952, 10.92138], [10.61040, 14.13460, 10.98419], [11.08680, 13.91569, 9.42997], [10.30415, 12.85689, 8.80329], [12.49007, 14.02472, 9.33721], [10.47719, 15.29085, 8.90561], [9.28703, 16.64501, 9.79686], [8.38726, 15.33645, 8.87404], [8.62369, 13.97407, 10.85756], [9.22314, 15.34471, 11.83386], [17.57373, 14.01703, 20.46897], [16.84401, 15.10418, 19.69927], [15.58827, 14.52444, 19.40807], [15.11501, 13.69190, 20.65390], [14.54804, 12.50582, 20.11705], [14.39516, 14.43314, 21.65100], [16.54844, 13.42585, 21.30992], [18.41205, 14.50798, 21.01909], [18.03429, 13.21467, 19.92169], [17.33159, 15.39426, 18.77759], [16.71918, 15.96621, 20.31012], [16.63985, 10.46845, 18.25362], [17.12712, 9.19076, 17.60854], [18.52699, 9.42916, 17.35481], [18.96683, 10.79879, 18.02998], [19.19481, 11.88121, 17.12430], [20.03039, 10.44818, 18.91901], [17.72919, 11.03359, 18.94615], [15.85624, 10.22448, 18.91877], [16.24492, 11.20733, 17.54099], [16.58850, 9.09280, 16.67074], [17.04147, 8.23275, 18.08625], [15.02015, 11.50638, 9.69094], [13.89496, 11.35636, 10.67156], [14.31802, 10.28262, 11.68661], [15.81788, 9.79500, 11.27687], [15.64899, 8.65055, 10.46491], [16.63173, 9.76880, 12.42543], [16.18919, 11.05256, 10.42129], [15.24984, 12.52687, 9.45807], [14.84942, 10.89957, 8.79685], [12.96404, 11.01650, 10.28161], [13.77216, 12.28923, 11.25513]],
  "e_tot_ha": -8531.3009,
  "de_lowest_kj_mol": 36.75,
  "charge": 0
}

=====

{
  "formula": "C13H13N2O5S2Tl",
  "method": "ωB97M-V/def2-TZVPD",
  "symbols": ["Tl", "O", "C", "C", "N", "C", "C", "O", "O", "C", "C", "O", "O", "H", "H", "H", "H", "H", "H", "H", "H", "H", "S", "C", "N", "C", "C", "C", "C", "C", "C", "S", "H", "H", "H", "H"],
  "positions_angstrom": [[1.41998, 0.06228, 0.87791], [-0.28391, 0.64256, 3.14001], [-1.56723, 0.08753, 2.96750], [-1.52327, -1.42880, 2.99328], [-0.71008, -1.94992, 1.90364], [0.21727, -2.98454, 2.32614], [1.22793, -2.57991, 3.42695], [1.82106, -3.52672, 3.96286], [1.38216, -1.34445, 3.65987], [-1.48557, -2.35314, 0.74327], [-0.92667, -2.00086, -0.65404], [-1.44717, -2.60999, -1.59701], [-0.05084, -1.08769, -0.72787], [0.33051, -0.09493, 3.39784], [-1.97782, 0.42536, 2.00759], [-2.24362, 0.44307, 3.75955], [-2.55091, -1.82480, 2.95791], [-1.09234, -1.74181, 3.94595], [0.81069, -3.28643, 1.45707], [-0.30482, -3.89123, 2.67335], [-2.46840, -1.87503, 0.78149], [-1.67070, -3.43646, 0.74422], [2.88608, 4.02636, 0.55438], [2.15024, 3.51681, -0.88386], [1.45346, 2.43135, -1.11177], [1.01529, 2.34384, -2.41992], [0.27231, 1.28393, -2.94466], [-0.10684, 1.32103, -4.27694], [0.23784, 2.39385, -5.10096], [0.98171, 3.45075, -4.59455], [1.36827, 3.41775, -3.26194], [2.29925, 4.55563, -2.33963], [0.02232, 0.43536, -2.31761], [-0.67634, 0.49224, -4.68084], [-0.06953, 2.40188, -6.14065], [1.25971, 4.28513, -5.22855]],
  "e_tot_ha": -1957.9150,
  "charge": -2
}

=====

Highest occupied orbital energy in eV, matching the order above: -7.48; -10.33; -1.82
Frontier orbital gap in eV, matching the order above: 9.18; 10.39; 6.36